No. 1
Entry from the Open Molecules 2025 dataset: a cluster of 2 separate species, C19H41N3O4PS in total in a non-equilibrium geometry (wB97M-V/def2-TZVPD).

HOMO energy (eV): -3.91
Net charge: -1

Each line ends with the natural charge from an NBO analysis.
Positions of all 69 atoms, in Å:
1 C -1.60 -2.07 6.95  -0.604
2 C -0.73 -1.49 5.83  -0.212
3 C 0.71 -2.00 5.98  -0.608
4 C -1.27 -1.86 4.44  -0.388
5 C -2.73 -1.48 4.20  -0.224
6 C -3.69 -2.66 4.46  -0.619
7 C -2.92 -1.01 2.75  -0.033
8 O -2.45 -1.99 1.89  -0.863
9 P -2.76 -1.79 0.14  1.036
10 C -1.34 -0.48 0.03  -0.742
11 C -0.96 -0.03 -1.40  -0.411
12 C -1.23 1.46 -1.69  -0.412
13 C -0.14 2.09 -2.54  -0.502
14 S -0.01 3.86 -2.14  0.297
15 C 0.87 4.46 -3.51  0.279
16 N 0.92 5.70 -3.87  -0.325
17 N 1.79 5.73 -4.97  -0.302
18 C 2.15 4.50 -5.17  0.266
19 O 1.62 3.64 -4.29  -0.424
20 C -1.56 -3.29 -0.10  -0.770
21 C -0.99 -3.51 -1.50  0.066
22 O 0.32 -2.93 -1.61  -0.755
23 C -0.84 -5.01 -1.84  -0.223
24 N 0.35 -5.66 -1.31  -0.836
25 H -1.65 -3.15 6.88  0.196
26 H -1.17 -1.81 7.92  0.195
27 H -2.61 -1.68 6.92  0.207
28 H -0.77 -0.41 5.95  0.184
29 H 0.72 -2.87 6.64  0.196
30 H 1.38 -1.27 6.42  0.201
31 H 1.10 -2.33 5.03  0.211
32 H -1.11 -2.92 4.29  0.199
33 H -0.64 -1.34 3.71  0.210
34 H -2.99 -0.64 4.84  0.178
35 H -3.24 -3.43 5.08  0.192
36 H -4.59 -2.30 4.96  0.192
37 H -3.98 -3.12 3.52  0.231
38 H -2.36 -0.07 2.64  0.144
39 H -3.99 -0.81 2.60  0.161
40 H -3.88 -2.74 0.25  -0.177
41 H -3.72 -0.71 0.38  -0.184
42 H -3.04 -1.68 -1.29  -0.185
43 H -1.71 0.39 0.56  0.199
44 H -0.46 -0.81 0.59  0.190
45 H 0.11 -0.20 -1.54  0.183
46 H -1.45 -0.65 -2.14  0.216
47 H -1.34 2.00 -0.75  0.202
48 H -2.19 1.54 -2.19  0.211
49 H 0.82 1.63 -2.36  0.215
50 H -0.36 1.97 -3.60  0.220
51 H 2.84 4.20 -5.95  0.222
52 H -0.74 -3.24 0.62  0.199
53 H -2.15 -4.16 0.19  0.213
54 H -1.62 -3.04 -2.25  0.167
55 H 0.41 -2.31 -0.88  0.472
56 H -0.84 -5.15 -2.92  0.171
57 H -1.71 -5.55 -1.46  0.182
58 H 0.50 -5.35 -0.36  0.352
59 H 1.15 -5.37 -1.85  0.352
60 C 7.36 6.44 -5.63  -0.720
61 C 5.93 5.95 -5.56  0.602
62 O 5.47 5.24 -6.42  -0.554
63 C 5.11 6.40 -4.38  -0.728
64 H 7.84 6.05 -6.52  0.231
65 H 7.39 7.53 -5.65  0.227
66 H 7.91 6.10 -4.75  0.227
67 H 5.04 7.48 -4.35  0.230
68 H 5.57 6.05 -3.45  0.226
69 H 4.11 5.98 -4.47  0.251

***

No. 2
Entry from the Open Molecules 2025 dataset: a cluster of 2 separate species, C4H10NOS in total in a non-equilibrium geometry (wB97M-V/def2-TZVPD).

HOMO energy (eV): -3.30
Net charge: -1

Each line ends with the natural charge from an NBO analysis.
Positions of all 17 atoms, in Å:
1 C 0.92 0.36 -0.01  -0.298
2 N 1.11 1.37 -0.89  -0.211
3 C -0.06 1.76 -1.59  -0.487
4 O -0.12 0.02 2.81  -1.148
5 C 0.19 -0.94 -0.50  -0.396
6 C -0.62 -1.53 0.61  -0.571
7 S -1.58 -2.86 -0.06  -0.345
8 H 0.23 0.72 0.82  0.332
9 H 1.87 0.10 0.46  0.206
10 H -0.45 0.92 -2.16  0.215
11 H 0.20 2.50 -2.34  0.187
12 H -0.92 2.11 -1.02  0.213
13 H -0.36 -0.84 -1.43  0.206
14 H 0.92 -1.71 -0.81  0.211
15 H 0.04 -1.75 1.43  0.238
16 H -1.30 -0.78 1.07  0.240
17 H -0.07 0.56 3.61  0.407